(1)
Below is a molecular structure, C31H56CrN9Si, with properties calculated with the ωB97M-V functional and the def2-TZVPD basis.

Structure (XYZ):
```
98
Properties=species:S:1:pos:R:3
Cr -0.0698 0.5152 0.4903
C -2.7762 4.9233 -0.4610
N -1.5685 4.1373 -0.3154
C -0.4306 4.9245 0.0948
C -1.5782 2.7807 -0.4749
N -0.5675 2.0158 -0.8290
C 0.5189 2.5107 -1.5605
C 0.4180 3.5759 -2.4529
C 1.5314 4.0598 -3.1162
C 2.7709 3.4857 -2.8949
C 2.8661 2.3576 -2.1024
C 1.7497 1.8328 -1.4499
N 1.8475 0.6777 -0.6852
C 2.4867 -0.3650 -1.1491
N 3.0775 -1.2530 -0.3020
C 3.2988 -0.8932 1.0777
C 3.0450 -2.6791 -0.5387
N 2.5460 -0.7233 -2.4894
C 3.8109 -1.1153 -3.0770
C 1.6284 -0.1666 -3.4542
N -2.8308 2.2164 -0.3002
C -3.1835 1.0367 -1.0563
C -3.4131 2.2368 1.0271
H -2.5707 5.7720 -1.1189
H -3.1172 5.3224 0.4976
H -3.5700 4.3242 -0.8983
H -0.2622 5.7444 -0.6091
H 0.4754 4.3296 0.1388
H -0.6286 5.3479 1.0865
H -0.5541 4.0072 -2.6407
H 1.4267 4.8942 -3.7902
H 3.6515 3.8961 -3.3643
H 3.8182 1.8684 -1.9650
H 3.5658 0.1592 1.1395
H 4.1228 -1.4963 1.4616
H 2.4080 -1.0699 1.6877
H 2.6331 -2.8940 -1.5212
H 2.4248 -3.1629 0.2219
H 4.0518 -3.1000 -0.4680
H 4.4927 -1.4635 -2.3112
H 4.2724 -0.2658 -3.5881
H 3.6492 -1.9096 -3.8067
H 0.6816 0.0906 -2.9813
H 1.4478 -0.9162 -4.2298
H 2.0219 0.7335 -3.9381
H -2.6510 1.0486 -2.0054
H -4.2580 1.0703 -1.2517
H -2.9467 0.1169 -0.5149
H -3.1762 3.1643 1.5400
H -3.0337 1.3982 1.6308
H -4.4959 2.1569 0.9378
C -1.9802 -5.4271 -0.8529
C -2.6655 -4.1756 -1.4033
N -1.7578 -3.0407 -1.4630
C -0.9234 -2.9925 -2.6533
C -1.5449 -2.1081 -3.7360
C -1.6675 -2.1040 -0.4922
C -2.5550 -2.2287 0.7088
N -0.8459 -1.0960 -0.5437
H -2.6846 -6.2542 -0.8409
H -1.6234 -5.2572 0.1602
H -1.1338 -5.7103 -1.4752
H -3.5312 -3.9254 -0.7923
H -3.0211 -4.3677 -2.4205
H -0.8183 -4.0132 -3.0281
H 0.0804 -2.6353 -2.3983
H -2.5188 -2.4953 -4.0274
H -0.9092 -2.0865 -4.6170
H -1.6776 -1.0906 -3.3734
H -3.6122 -2.1566 0.4577
H -2.2914 -1.4332 1.4011
H -2.3909 -3.1802 1.2072
H -0.2701 -1.1088 -1.3816
C 1.6004 2.3921 1.8649
Si 0.7782 1.2060 3.1256
C -0.5183 2.3293 4.0055
C 2.1492 0.7970 4.3969
N 0.2153 -0.1980 2.2978
C -0.0467 -1.3714 2.9550
C -0.4486 -1.4103 4.2987
C -0.6546 -2.6049 4.9532
C -0.4599 -3.8104 4.2986
C -0.0815 -3.7981 2.9663
C 0.1138 -2.6041 2.3012
H 1.8815 3.2922 2.4029
H 0.9338 2.6947 1.0626
H 2.5026 1.9939 1.4176
H -0.0100 3.1938 4.4259
H -1.0155 1.8253 4.8278
H -1.2883 2.6965 3.3309
H 2.3586 1.6608 5.0210
H 3.0731 0.5162 3.8981
H 1.8686 -0.0187 5.0548
H -0.5995 -0.4793 4.8204
H -0.9615 -2.6002 5.9885
H -0.5941 -4.7435 4.8202
H 0.0846 -4.7332 2.4478
H 0.4037 -2.5970 1.2585
```

Summary:
LUMO energy (spin up / spin down) in eV: -1.78 / -1.84
Total charge: +1
HOMO-LUMO gap (spin up / spin down) in hartree: 0.268 / 0.285
E_tot in eV: -82763.76447
Largest force on an atom in eV/A: 1.63
Energy relative to the best compared isomer or geometry (same formula, charge and spin) in kcal/mol: 13.3
⟨S²⟩: 6.0153
Spin multiplicity: 5

---

(2)
Below is a molecular structure, C4H11N2, with properties calculated with the ωB97M-V functional and the def2-TZVPD basis.

Structure (XYZ):
```
17
Properties=species:S:1:pos:R:3
C -0.6938 -0.4990 0.2083
C -0.3377 0.5333 -0.7537
C 0.3122 -0.7422 -0.6707
C 0.7248 0.3111 2.7749
N 1.3029 -1.4563 -1.0926
N -1.4290 0.7025 -2.2675
H 0.3122 -0.3451 2.3499
H -1.2902 -0.6516 1.0588
H 0.0058 1.5200 -0.4741
H 0.0181 0.3039 3.6386
H 1.7138 0.0943 3.0768
H 0.6821 1.4389 2.3908
H 1.9795 -1.2239 -1.7873
H 1.3304 -2.4289 -0.7942
H -1.0415 0.1278 -2.9522
H -1.1816 1.6429 -2.5225
H -2.4081 0.6723 -2.1834
```

Summary:
LUMO energy in eV: -3.09
Total charge: +1
HOMO-LUMO gap in hartree: 0.380
E_tot in eV: -7295.81873
Largest force on an atom in eV/A: 13.89
Energy relative to the best compared isomer or geometry (same formula, charge and spin) in kcal/mol: 118.3
Spin multiplicity: 1

---

(3)
Below is a single C5H7ClN2 molecule, with properties calculated with the ωB97M-V functional and the def2-TZVPD basis.

Structure (XYZ):
```
15
Properties=species:S:1:pos:R:3
H 2.3808 1.1674 -1.1810
N 3.0033 0.4225 -0.7390
C 2.2093 -0.3497 -0.0772
N 2.7673 -1.5714 0.5020
C 0.7459 -0.1843 -0.1817
C -0.4551 -0.0488 -0.3565
C -1.8761 0.0828 -0.3864
C -2.2945 1.0695 0.6099
Cl -2.9460 -1.4126 -0.3558
H 1.9293 -2.2654 0.8155
H 3.6027 -1.9132 0.0493
H -2.0335 0.7134 -1.3782
H -2.3277 0.6137 1.7057
H -1.4312 1.8306 0.5993
H -3.2743 1.8456 0.3743
```

Summary:
LUMO energy in eV: 0.57
Total charge: 0
SMILES: [H]/N=C(/N)C#C[C@H](C)Cl
HOMO-LUMO gap in hartree: 0.371
E_tot in eV: -20797.61773
Largest force on an atom in eV/A: 5.23
Energy relative to the best compared isomer or geometry (same formula, charge and spin) in kcal/mol: 84.2
Spin multiplicity: 1

---

(4)
Below is 8 unconnected molecules or ions with the total composition C25H58BIN7O9, with properties calculated with the ωB97M-V functional and the def2-TZVPD basis.

Structure (XYZ):
```
101
Properties=species:S:1:pos:R:3
C -3.1869 -7.7758 -4.6116
C -2.6154 -6.9870 -3.4751
O -3.1053 -7.0980 -2.3551
O -1.6183 -6.1104 -3.6653
C -0.4925 -6.5966 -4.4473
C -0.5704 -6.2898 -5.9411
B 0.1389 -4.8757 -6.3902
I -1.3352 -3.5490 -7.5048
H -3.4741 -8.7523 -4.2492
H -4.0869 -7.2867 -4.9643
H -2.5358 -7.9033 -5.4624
H 0.3885 -6.1254 -4.0322
H -0.3860 -7.6661 -4.2585
H -1.6202 -6.2396 -6.2054
H -0.1149 -7.1178 -6.4785
H 1.0659 -5.0849 -7.1478
H 0.5593 -4.2402 -5.4488
C -5.9274 -11.3460 -4.0362
O -5.7311 -10.5631 -4.9417
N -5.9921 -11.0152 -2.7336
C -6.2318 -12.0016 -1.7036
C -5.8139 -9.6192 -2.3518
H -6.0749 -12.4271 -4.2131
H -7.1452 -11.7627 -1.1537
H -5.3963 -12.0267 -1.0005
H -6.3412 -12.9871 -2.1519
H -6.5759 -9.0042 -2.8309
H -4.8378 -9.2627 -2.6714
H -5.8951 -9.5272 -1.2724
C -2.2065 -3.3466 -2.1942
O -2.0624 -2.3954 -2.9387
N -2.3527 -3.2581 -0.8479
C -2.5212 -4.4452 -0.0403
C -2.3476 -1.9561 -0.2005
H -2.2427 -4.3920 -2.5454
H -3.4762 -4.4113 0.4928
H -1.7148 -4.5237 0.6953
H -2.5059 -5.3286 -0.6774
H -3.1537 -1.3398 -0.6053
H -1.4063 -1.4491 -0.3920
H -2.4788 -2.0730 0.8667
C -0.3488 0.0718 2.6368
O -1.3617 -0.3785 2.1394
N 0.0800 1.3354 2.4756
C 1.3050 1.8253 3.0743
C -0.7136 2.2375 1.6569
H 0.3238 -0.5382 3.2648
H 1.0945 2.6610 3.7444
H 1.9846 2.1710 2.2941
H 1.7870 1.0308 3.6419
H -1.7152 2.3433 2.0763
H -0.8119 1.8385 0.6467
H -0.2240 3.2075 1.6162
C 2.2713 5.7070 2.8368
O 2.1763 4.8536 1.9684
N 1.2519 6.2709 3.4932
C 1.4568 7.2856 4.5173
C -0.1034 5.8593 3.1733
H 3.2512 6.0972 3.1601
H 1.0565 6.9346 5.4706
H 0.9532 8.2140 4.2315
H 2.5216 7.4758 4.6364
H -0.2274 4.7920 3.3577
H -0.3182 6.0486 2.1206
H -0.8028 6.4154 3.7909
C 3.2680 -0.5904 -2.3939
O 3.3514 -1.4384 -3.2527
N 2.1246 -0.1517 -1.8323
C 2.1346 0.8626 -0.8053
C 0.8371 -0.7022 -2.2565
H 4.1627 -0.0859 -1.9775
H 1.6900 0.4738 0.1139
H 1.5635 1.7384 -1.1253
H 3.1579 1.1726 -0.5970
H 0.7975 -1.7780 -2.0934
H 0.6766 -0.5208 -3.3180
H 0.0506 -0.2193 -1.6841
C 5.7407 4.7208 5.4236
O 4.5999 4.9467 5.7802
N 6.0763 3.9367 4.3859
C 7.4539 3.7169 3.9962
C 5.0115 3.2933 3.6315
H 6.6153 5.1622 5.9326
H 7.6164 4.0575 2.9719
H 7.6997 2.6550 4.0558
H 8.1186 4.2677 4.6583
H 4.3373 4.0359 3.2098
H 4.4289 2.6445 4.2866
H 5.4358 2.7040 2.8234
C 1.3452 10.7301 2.9913
O 0.5770 10.2542 3.8067
N 1.0202 11.6836 2.1055
C 1.9766 12.2113 1.1527
C -0.3404 12.1972 2.1077
H 2.3961 10.4029 2.9120
H 2.1051 13.2851 1.3013
H 1.6304 12.0357 0.1328
H 2.9388 11.7219 1.2842
H -0.5763 12.6309 3.0794
H -1.0468 11.3895 1.9170
H -0.4409 12.9563 1.3370
```

Summary:
LUMO energy in eV: 1.34
Total charge: -1
HOMO-LUMO gap in hartree: 0.195
E_tot in eV: -64503.02833
Largest force on an atom in eV/A: 1.45
Spin multiplicity: 1

---

The highest spin multiplicity belongs to which entry?
C31H56CrN9Si